[1]
DFT (ωB97M-V/def2-TZVPD) results for 2 unconnected molecules or ions with the total composition C4H11NO in a non-equilibrium geometry.

Structure (XYZ):
```
17
Properties=species:S:1:pos:R:3:mulliken_charge:R:1
C 1.68 -0.61 1.20 -0.84
C 0.83 -1.76 0.64 0.52
O 0.14 -1.53 -0.32 -0.59
N 1.02 -3.01 1.20 -0.45
H 1.11 0.06 1.83 0.23
H 1.89 -0.05 0.28 0.25
H 0.62 -3.78 0.66 0.27
H 1.93 -3.19 1.55 0.24
H 2.60 -0.98 1.64 0.35
C -1.26 1.46 -0.46 -0.58
C -1.71 2.15 -1.74 -0.98
H -1.89 1.66 0.40 0.34
H -1.04 0.40 -0.55 0.15
H -0.30 1.95 -0.22 0.19
H -0.89 2.32 -2.44 0.29
H -2.10 3.14 -1.50 0.31
H -2.63 1.75 -2.18 0.29
```

Computed properties:
Energy above the lowest of the compared OMol25 structures with the same formula, charge and spin = 10.22 kcal per mole
Highest occupied orbital energy = -0.363 hartree
Largest force on an atom = 1.62 eV/Å
Net charge = 0


[2]
DFT (ωB97M-V/def2-TZVPD) results for a molecular structure, C23H14Cl7N4OS2Sn.

Structure (XYZ):
```
52
Properties=species:S:1:pos:R:3:mulliken_charge:R:1
Sn 0.28 0.55 -0.48 1.56
Cl 2.26 -5.16 -4.55 -0.16
C 2.14 -3.71 -3.65 0.49
C 0.96 -2.97 -3.66 -0.15
Cl -0.39 -3.49 -4.58 -0.17
C 0.87 -1.80 -2.92 0.78
Cl -0.58 -0.85 -2.95 -0.13
C 1.94 -1.34 -2.15 -0.78
O 1.89 -0.21 -1.42 -0.74
C 3.12 -2.09 -2.15 0.74
Cl 4.43 -1.53 -1.18 -0.18
C 3.22 -3.26 -2.89 -0.09
Cl 4.68 -4.16 -2.86 -0.15
Cl -2.14 2.49 1.00 -0.09
C -2.86 2.31 -0.57 0.65
C -4.23 2.18 -0.65 -0.62
C -4.82 2.00 -1.90 -0.42
C -4.04 1.96 -3.04 -0.67
C -2.66 2.09 -2.94 0.38
Cl -1.73 2.01 -4.39 -0.14
C -2.03 2.27 -1.70 -0.44
S -0.28 2.54 -1.63 -0.15
H -4.82 2.21 0.25 0.47
H -5.89 1.91 -1.97 0.41
H -4.48 1.82 -4.01 0.46
N -2.77 -5.45 2.67 -0.44
C -2.32 -4.51 2.19 -0.21
C -1.76 -3.33 1.59 0.55
C -2.60 -2.32 1.13 -0.79
C -2.06 -1.18 0.55 -0.44
C -0.68 -1.05 0.45 0.56
C 0.16 -2.06 0.91 -0.45
C -0.38 -3.20 1.48 -0.90
H -3.67 -2.43 1.22 0.48
H -2.73 -0.41 0.19 0.33
H 1.24 -1.97 0.83 0.43
H 0.27 -3.99 1.85 0.48
C 1.44 3.78 4.79 -1.10
C 1.54 2.27 4.51 -0.46
C 1.88 1.98 3.09 0.23
N 1.12 1.35 2.27 -0.63
N 1.67 1.25 1.01 0.53
C 2.87 1.79 0.89 0.42
N 3.58 1.80 -0.23 -0.28
S 3.40 2.50 2.37 -0.14
H 1.17 3.95 5.82 0.35
H 0.69 4.24 4.15 0.32
H 2.40 4.28 4.61 0.37
H 0.59 1.78 4.71 0.26
H 2.29 1.82 5.16 0.30
H 3.32 1.14 -0.97 0.14
H 4.50 2.21 -0.26 0.23
```

Computed properties:
Energy above the lowest of the compared OMol25 structures with the same formula, charge and spin = 0.11 kcal per mole
Highest occupied orbital energy = -0.421 hartree
Largest force on an atom = 0.18 eV/Å
Net charge = +1


[3]
DFT (ωB97M-V/def2-TZVPD) results for a molecular structure, C37H30AuBrN4O2PSTe.

Structure (XYZ):
```
78
Properties=species:S:1:pos:R:3:mulliken_spin:R:1
Au -0.92 0.20 -0.38 0.33
N 1.66 -0.15 1.82 0.01
P 1.35 -0.05 0.15 0.07
C 2.69 0.91 -0.60 -0.01
C 4.01 0.66 -0.22 0.00
C 5.04 1.42 -0.77 0.00
C 4.75 2.40 -1.71 0.00
C 3.45 2.62 -2.11 0.01
C 2.42 1.88 -1.56 0.02
C 1.86 -1.72 -0.44 0.00
C 2.25 -2.75 0.40 0.02
C 2.67 -3.97 -0.14 0.02
C 2.70 -4.15 -1.51 0.00
C 2.31 -3.12 -2.36 0.00
C 1.89 -1.91 -1.83 0.03
C 0.83 0.44 2.78 -0.01
C 1.38 1.10 3.88 0.01
C 0.53 1.68 4.79 0.00
C -0.85 1.58 4.60 0.00
C -1.30 0.87 3.51 0.00
N -0.48 0.29 2.62 0.01
H 2.64 0.03 2.00 0.00
H 4.25 -0.14 0.46 0.00
H 6.06 1.23 -0.47 0.00
H 5.56 2.99 -2.13 0.00
H 3.22 3.38 -2.85 0.00
H 1.39 2.06 -1.87 -0.01
H 2.23 -2.61 1.47 -0.01
H 2.98 -4.77 0.52 0.00
H 3.03 -5.10 -1.92 0.00
H 2.35 -3.26 -3.43 0.00
H 1.61 -1.10 -2.49 0.01
H 2.45 1.17 3.99 0.00
H 0.92 2.20 5.65 0.00
H -1.55 2.04 5.28 0.00
H -2.36 0.72 3.33 0.01
N -3.44 2.46 -0.11 0.00
C -3.81 1.26 -0.54 0.02
N -2.99 0.34 -1.02 0.03
C -3.70 -0.80 -1.44 -0.01
C -3.16 -1.91 -2.06 0.01
C -3.98 -2.97 -2.39 0.00
C -5.35 -2.93 -2.11 0.00
C -5.91 -1.81 -1.52 0.00
C -5.07 -0.75 -1.20 0.02
S -5.49 0.79 -0.50 0.00
H -2.46 2.74 -0.17 0.00
H -4.14 3.12 0.18 0.00
H -2.10 -1.91 -2.31 -0.01
H -3.56 -3.85 -2.87 0.00
H -5.98 -3.77 -2.36 0.00
H -6.97 -1.76 -1.32 0.00
Br 0.07 4.66 -2.57 0.00
C 0.32 5.35 -0.81 0.00
C 0.51 6.72 -0.72 0.00
C 0.74 7.30 0.52 0.00
C 0.79 6.51 1.66 0.00
C 0.62 5.14 1.55 0.00
C 0.37 4.54 0.32 0.02
C 0.18 3.04 0.34 -0.01
O 0.90 2.38 1.08 0.00
O -0.75 2.56 -0.40 0.06
H 0.48 7.32 -1.61 0.00
H 0.88 8.37 0.58 0.00
H 0.98 6.96 2.62 0.00
H 0.67 4.51 2.43 0.00
Te -1.61 -2.03 1.22 1.39
C -1.15 -3.87 0.36 0.07
C -1.48 -5.00 1.10 -0.02
C -1.29 -6.26 0.56 -0.03
C -0.76 -6.39 -0.72 0.06
C -0.41 -5.26 -1.45 -0.02
C -0.59 -4.00 -0.91 -0.07
H -1.90 -4.90 2.10 -0.02
H -1.55 -7.14 1.13 0.00
H -0.62 -7.38 -1.15 0.00
H 0.02 -5.36 -2.44 0.00
H -0.28 -3.13 -1.46 0.00
```

Computed properties:
Energy above the lowest of the compared OMol25 structures with the same formula, charge and spin = 1.11 kcal per mole
2S+1 = 3
⟨S²⟩ = 2.0175
Highest occupied orbital energy (spin up / spin down) = -0.380 / -0.403 hartree
Largest force on an atom = 0.77 eV/Å
Net charge = +1


[4]
DFT (ωB97M-V/def2-TZVPD) results for a molecular structure, C4H6O2 in a non-equilibrium geometry.

Structure (XYZ):
```
12
Properties=species:S:1:pos:R:3:mulliken_charge:R:1
O 2.32 -1.39 0.55 -0.48
C 1.28 -0.78 0.61 -0.12
C 0.41 -0.12 -0.49 0.09
C -1.01 -0.49 -0.04 -0.63
O -1.17 0.70 0.72 -0.39
C -0.15 1.29 -0.12 -0.42
H 0.54 -0.88 1.44 0.32
H 0.67 -0.38 -1.53 0.40
H -1.32 -0.36 -1.07 0.28
H -1.49 -1.39 0.38 0.39
H 0.56 1.90 0.43 0.30
H -0.65 1.91 -0.89 0.26
```

Computed properties:
Energy above the lowest of the compared OMol25 structures with the same formula, charge and spin = 72.42 kcal per mole
Highest occupied orbital energy = -0.350 hartree
Largest force on an atom = 2.06 eV/Å
Net charge = 0


[5]
DFT (ωB97M-V/def2-TZVPD) results for 5 unconnected molecules or ions with the total composition C31H66ClIO19P4 in a non-equilibrium geometry.

Structure (XYZ):
```
122
Properties=species:S:1:pos:R:3:mulliken_charge:R:1
C 8.33 -0.81 1.20 -1.05
C 6.90 -0.17 0.97 -0.21
C 6.03 -0.53 2.21 -1.29
I 6.65 0.69 3.88 0.15
C 4.53 -0.43 1.96 0.36
C 3.81 -1.48 1.54 0.03
Cl 4.39 -3.08 1.20 -0.17
C 2.37 -1.02 1.43 0.37
O 1.49 -1.73 1.11 -0.50
O 2.27 0.29 1.77 0.27
C 3.55 0.72 2.15 0.36
O 3.70 1.79 2.57 -0.43
H 8.36 -1.22 2.23 0.33
H 8.52 -1.66 0.53 0.31
H 9.12 -0.04 1.17 0.29
H 7.05 0.92 0.85 0.33
H 6.50 -0.56 0.02 0.31
H 6.24 -1.58 2.46 0.60
O -4.66 0.08 5.01 -0.79
P -3.27 0.15 4.43 1.18
O -3.28 1.69 3.84 -0.31
C -3.57 2.76 4.74 -0.42
C -2.36 3.13 5.58 -0.90
O -3.57 -0.72 3.06 -0.38
C -4.51 -1.80 3.08 0.03
C -5.80 -1.37 2.41 -1.16
O -1.64 -0.04 4.18 -0.41
C -1.05 0.27 2.91 0.21
C -0.27 1.57 2.97 -0.83
H -4.42 2.51 5.37 0.36
H -3.87 3.61 4.12 0.30
H -1.98 2.26 6.12 0.24
H -2.63 3.90 6.30 0.40
H -1.55 3.50 4.96 0.20
H -4.69 -2.15 4.09 0.35
H -4.07 -2.63 2.52 -0.08
H -6.18 -0.44 2.83 0.36
H -6.57 -2.14 2.51 0.37
H -5.63 -1.19 1.34 0.27
H -1.78 0.31 2.10 0.33
H -0.37 -0.55 2.68 0.10
H -0.93 2.43 2.93 0.16
H 0.42 1.64 2.13 0.06
H 0.30 1.64 3.90 0.36
O 0.14 1.53 -3.96 -0.75
P 1.38 0.80 -4.39 1.29
O 0.70 -0.51 -5.13 -0.38
C -0.23 -0.30 -6.19 -0.38
C 0.47 0.02 -7.49 -0.94
O 1.78 0.18 -2.92 -0.51
C 1.51 0.92 -1.73 0.53
C 0.31 0.34 -1.01 -1.02
O 2.90 0.43 -4.94 -0.43
C 3.46 -0.88 -4.78 -0.04
C 3.46 -1.64 -6.09 -1.14
H -0.93 0.49 -5.93 0.34
H -0.81 -1.22 -6.29 0.30
H 1.15 0.87 -7.38 0.26
H -0.25 0.24 -8.27 0.40
H 1.08 -0.83 -7.82 0.21
H 1.37 1.98 -1.95 -0.31
H 2.39 0.84 -1.08 0.20
H -0.55 0.24 -1.68 0.50
H 0.02 0.97 -0.16 0.13
H 0.54 -0.65 -0.64 0.21
H 2.94 -1.46 -4.01 0.22
H 4.49 -0.73 -4.44 0.40
H 2.47 -2.04 -6.31 0.15
H 4.15 -2.49 -6.03 0.43
H 3.76 -1.00 -6.92 0.29
O -5.80 -5.30 1.20 -0.71
P -5.56 -6.63 0.53 1.21
O -4.91 -7.47 1.79 -0.34
C -5.66 -7.57 3.00 -0.33
C -6.75 -8.62 2.90 -0.94
O -4.20 -6.20 -0.30 -0.40
C -4.05 -4.87 -0.81 -0.47
C -3.09 -4.09 0.05 -0.87
O -5.70 -7.98 -0.42 -0.44
C -4.60 -8.87 -0.61 -0.07
C -4.78 -10.15 0.18 -1.10
H -6.09 -6.60 3.27 0.29
H -4.96 -7.84 3.79 0.30
H -7.40 -8.44 2.05 0.25
H -7.35 -8.64 3.81 0.40
H -6.32 -9.62 2.77 0.21
H -5.02 -4.37 -0.88 0.34
H -3.66 -4.95 -1.83 0.35
H -3.36 -4.15 1.11 0.11
H -3.05 -3.04 -0.25 0.37
H -2.08 -4.51 -0.03 0.33
H -3.64 -8.42 -0.36 0.24
H -4.58 -9.11 -1.68 0.41
H -4.54 -10.00 1.23 0.15
H -4.12 -10.93 -0.20 0.42
H -5.82 -10.50 0.12 0.28
O 2.70 8.93 -2.30 -0.77
P 3.13 7.62 -1.69 1.15
O 1.65 6.92 -1.45 -0.30
C 0.78 6.76 -2.57 -0.55
C 1.18 5.57 -3.43 -0.68
O 3.45 8.19 -0.17 -0.38
C 3.98 9.51 0.00 -0.38
C 2.90 10.44 0.50 -1.09
O 3.95 6.23 -1.32 -0.42
C 3.66 5.48 -0.13 -0.34
C 2.89 4.22 -0.45 -0.59
H 0.77 7.67 -3.18 0.34
H -0.22 6.62 -2.18 0.32
H 2.22 5.63 -3.74 0.26
H 0.55 5.50 -4.31 0.44
H 1.07 4.64 -2.86 0.01
H 4.43 9.88 -0.92 0.34
H 4.78 9.45 0.75 0.35
H 2.01 10.40 -0.13 0.28
H 3.25 11.48 0.53 0.36
H 2.58 10.16 1.51 0.30
H 3.13 6.07 0.61 0.31
H 4.63 5.21 0.30 0.40
H 1.83 4.45 -0.63 0.18
H 2.93 3.52 0.38 0.13
H 3.28 3.74 -1.35 0.32
```

Computed properties:
Highest occupied orbital energy = -0.357 hartree
Largest force on an atom = 8.07 eV/Å
Net charge = 0


[6]
DFT (ωB97M-V/def2-TZVPD) results for a molecular structure, C31H52BN10O2P2Ti in a non-equilibrium geometry.

Structure (XYZ):
```
99
Properties=species:S:1:pos:R:3:mulliken_spin:R:1
Ti 0.09 0.73 -0.43 0.87
C -2.85 -0.03 1.58 0.00
C -1.47 -0.01 2.15 0.00
C -1.15 -0.01 3.50 0.00
C 0.24 0.08 3.58 0.00
C 1.07 0.13 4.81 0.00
N 0.72 0.12 2.33 0.02
N -0.32 0.04 1.43 0.04
B 2.23 -0.02 1.92 -0.04
N 2.53 -1.48 1.52 -0.01
N 1.95 -2.09 0.45 0.02
C 2.35 -3.35 0.48 0.00
C 1.91 -4.35 -0.55 0.00
C 3.21 -3.58 1.56 0.00
C 3.29 -2.36 2.21 0.00
C 4.11 -2.02 3.42 0.00
N 2.63 0.99 0.79 0.00
N 2.08 0.97 -0.47 0.03
C 2.93 1.63 -1.28 0.00
C 2.70 1.77 -2.75 0.01
C 4.01 2.10 -0.54 0.00
C 3.79 1.67 0.76 0.02
C 4.66 1.89 1.96 0.00
H -3.56 -0.14 2.40 0.00
H -2.98 -0.86 0.89 0.00
H -3.08 0.89 1.04 0.00
H -1.84 -0.04 4.33 0.00
H 0.46 0.50 5.64 0.00
H 1.93 0.78 4.70 0.00
H 1.43 -0.86 5.08 0.00
H 2.90 0.24 2.87 0.00
H 1.92 -3.93 -1.56 0.00
H 0.90 -4.72 -0.33 0.00
H 2.58 -5.21 -0.54 0.00
H 3.70 -4.50 1.84 0.00
H 4.40 -2.94 3.93 0.00
H 3.56 -1.40 4.13 0.00
H 5.02 -1.49 3.14 0.00
H 1.64 1.86 -2.99 0.00
H 3.10 0.90 -3.27 0.00
H 3.22 2.65 -3.13 0.00
H 4.86 2.66 -0.90 0.00
H 5.44 2.61 1.71 0.00
H 5.14 0.96 2.27 0.00
H 4.09 2.28 2.80 0.00
C -0.52 4.37 -2.76 0.01
P -0.94 2.72 -2.07 0.01
C -2.00 2.09 -3.43 0.01
C -2.12 3.23 -0.76 -0.02
C -3.47 3.43 -1.01 0.00
C -4.32 3.85 0.00 0.00
C -3.82 4.09 1.27 0.00
C -2.47 3.89 1.54 0.00
C -1.61 3.45 0.53 0.00
P 0.13 2.98 0.84 -0.01
C 1.18 4.35 0.22 0.01
C 0.35 3.25 2.63 0.00
H -1.45 4.87 -3.05 0.00
H 0.11 4.25 -3.65 0.00
H 0.00 5.00 -2.05 0.00
H -2.57 2.91 -3.86 0.00
H -2.67 1.32 -3.08 0.00
H -1.36 1.68 -4.22 0.00
H -3.88 3.26 -2.00 0.00
H -5.37 4.00 -0.20 0.00
H -4.47 4.43 2.07 0.00
H -2.09 4.07 2.54 0.00
H 0.66 5.31 0.33 0.00
H 1.47 4.20 -0.82 0.00
H 2.09 4.37 0.82 0.00
H 0.21 4.31 2.85 0.00
H 1.37 2.97 2.89 0.00
H -0.33 2.65 3.23 0.00
N 0.50 -0.84 -1.87 0.00
C -0.69 -1.72 -2.01 0.01
C -0.74 -2.31 -3.43 0.00
C -1.84 -3.28 -3.84 0.00
C -2.09 -4.50 -2.95 0.00
N -2.87 -4.12 -1.77 0.00
C -3.10 -4.88 -0.73 0.00
N -3.80 -4.39 0.31 0.00
N -2.63 -6.13 -0.67 0.00
C -1.92 -0.91 -1.60 0.00
O -3.05 -1.37 -1.72 0.01
O -1.63 0.24 -1.08 0.01
H 0.84 -0.55 -2.77 0.00
H 1.25 -1.32 -1.35 0.00
H -0.60 -2.51 -1.26 0.00
H 0.23 -2.80 -3.59 0.00
H -0.78 -1.47 -4.12 0.00
H -1.57 -3.66 -4.82 0.00
H -2.79 -2.75 -3.96 0.00
H -1.14 -4.96 -2.65 0.00
H -2.65 -5.24 -3.53 0.00
H -3.16 -3.14 -1.73 0.00
H -4.26 -3.50 0.21 0.00
H -4.09 -4.98 1.06 0.00
H -2.18 -6.54 -1.47 0.00
H -2.88 -6.74 0.08 0.00
```

Computed properties:
Energy above the lowest of the compared OMol25 structures with the same formula, charge and spin = 12.91 kcal per mole
2S+1 = 2
⟨S²⟩ = 0.7532
Highest occupied orbital energy (spin up / spin down) = -0.460 / -0.475 hartree
Largest force on an atom = 1.72 eV/Å
Net charge = +2


- Among the records above, which one has the highest net charge?
  C31H52BN10O2P2Ti


- Which of these has the lowest largest force on an atom?
  C23H14Cl7N4OS2Sn